Below is a cluster of 6 separate species, C31H63F6O9P in total at a distorted geometry, with properties calculated with ωB97M-V with the def2-TZVPD basis set.

Cartesian coordinates (Å):
C: 3.50159 1.31161 2.44974
P: 2.13105 0.04345 2.73168
O: 0.68990 1.03719 2.75761
C: 1.93092 -1.21636 1.32178
C: 2.45991 -1.03991 -0.17238
C: 2.79074 0.39903 -0.74304
C: 4.33173 0.65318 -1.12788
F: 5.04546 -0.50644 -1.48220
F: 4.33591 1.47933 -2.30975
F: 5.08926 1.34196 -0.16838
O: 2.72414 -2.36078 1.85543
C: 1.85957 -2.75604 2.95800
O: 2.17732 -3.01052 4.12589
O: 0.50195 -2.76630 2.51388
C: 0.52109 -2.03962 1.22880
C: -0.84988 -1.24709 1.20730
C: -0.91290 0.03222 0.24816
C: -2.06417 1.05987 0.72195
F: -3.44967 0.77807 0.65233
C: -1.65948 2.34837 1.21748
F: -0.86719 3.19160 0.39743
F: -2.02132 2.68488 2.54604
H: 3.39672 1.98939 1.54628
H: 3.42519 2.01116 3.36927
H: 4.53472 0.81473 2.54238
H: 0.94689 1.93277 2.44108
H: 3.31377 -1.81134 -0.30017
H: 1.62012 -1.48101 -0.83814
H: 2.26203 0.48214 -1.77064
H: 2.32497 1.26883 -0.14773
H: 0.70725 -2.90088 0.48893
H: -1.65702 -1.97861 0.82176
H: -1.14089 -0.98768 2.28136
H: -1.15086 -0.31575 -0.82306
H: 0.09621 0.58040 0.29880
C: 0.51342 5.16447 -1.93068
C: 1.38605 4.01324 -2.39922
O: 0.68893 3.05140 -3.18198
C: 0.10174 3.52683 -4.38634
C: 1.10594 4.11675 -5.36019
H: -0.33650 4.79015 -1.35463
H: 1.09098 5.84656 -1.30052
H: 0.11307 5.74099 -2.76652
H: 1.76784 3.47986 -1.52400
H: 2.26379 4.37815 -2.94380
H: -0.69594 4.24251 -4.16092
H: -0.38196 2.66636 -4.85568
H: 1.61197 4.99099 -4.94529
H: 0.60680 4.42652 -6.28172
H: 1.87618 3.38060 -5.60811
C: -5.61078 -5.14562 1.96094
C: -5.32915 -4.61528 0.56699
O: -3.95967 -4.29698 0.34481
C: -3.03425 -5.36739 0.47930
C: -3.29034 -6.51612 -0.48045
H: -5.28901 -4.42469 2.71724
H: -6.68046 -5.33193 2.08783
H: -5.08341 -6.08135 2.15618
H: -5.88872 -3.68765 0.42198
H: -5.68400 -5.31167 -0.20074
H: -3.01004 -5.71760 1.51653
H: -2.04486 -4.95007 0.27327
H: -4.26403 -6.98034 -0.31094
H: -2.52677 -7.28913 -0.36212
H: -3.27361 -6.16093 -1.51487
C: 5.53573 -3.71116 2.95734
C: 5.81841 -3.17905 1.56352
O: 7.18768 -2.85955 1.34455
C: 8.11291 -3.92913 1.47960
C: 7.86000 -5.07754 0.51852
H: 5.85606 -2.99053 3.71461
H: 4.46696 -3.89887 3.08311
H: 6.06397 -4.64643 3.15211
H: 5.25796 -2.25205 1.41924
H: 5.46518 -3.87486 0.79388
H: 8.13533 -4.28065 2.51658
H: 9.10169 -3.51034 1.27609
H: 6.88640 -5.54314 0.68577
H: 8.62424 -5.84974 0.63785
H: 7.87848 -4.72156 -0.51557
C: -10.33493 -2.49118 2.95789
C: -9.98669 -3.94319 3.23203
O: -8.69310 -4.12089 3.79641
C: -8.45830 -3.48789 5.04707
C: -9.39151 -3.95510 6.15032
H: -9.59433 -2.03877 2.29284
H: -11.31905 -2.41893 2.48714
H: -10.35844 -1.89705 3.87312
H: -9.98856 -4.49188 2.28657
H: -10.74345 -4.41910 3.86523
H: -8.49685 -2.39944 4.93273
H: -7.43055 -3.73071 5.32849
H: -10.43556 -3.72608 5.92644
H: -9.13819 -3.46810 7.09534
H: -9.31573 -5.03827 6.28176
C: 2.91027 9.09247 -3.50448
C: 3.43520 7.92170 -4.31593
O: 2.63523 7.61221 -5.45080
C: 2.49064 8.64139 -6.42024
C: 3.80650 9.09298 -7.02918
H: 1.88624 8.90002 -3.17284
H: 3.53837 9.25697 -2.62484
H: 2.89789 10.01765 -4.08334
H: 3.43662 7.02757 -3.68662
H: 4.47476 8.08520 -4.62013
H: 1.94253 9.48807 -5.99353
H: 1.85741 8.23359 -7.21215
H: 4.47669 9.52214 -6.28135
H: 3.63112 9.85244 -7.79525
H: 4.32660 8.24631 -7.48622

Forces on atoms 1 to 2 (eV/Å):
C 0.19 0.77 0.38
P -1.08 1.00 1.35

Calculated values
- 2S+1 = 1
- net charge = 0
- SMILES string = CP(O)[C@@]1(CCC(F)(F)F)OC(=O)O[C@H]1CCC(F)=C(F)F.CCOCC.CCOCC.CCOCC.CCOCC.CCOCC
- HOMO (eV) = -8.840
- frontier orbital gap (eV) = 8.49